# 1
Here is a 6-piece molecular cluster, C20H50N6O6 overall in a non-equilibrium geometry from the OMol25 dataset. Energies are from wB97M-V/def2-TZVPD.

XYZ file:
```
82
Properties=species:S:1:pos:R:3:forces:R:3:lowdin_charge:R:1
C -3.51935 0.93623 4.15072 1.4678 -1.0585 -1.8616 -0.0035
C -3.09361 0.58782 2.60770 0.7262 0.7406 1.9073 -0.4562
C -1.58560 0.98715 2.49850 -1.2609 0.5453 0.3225 -0.0439
C -3.15942 -0.92476 2.42394 -1.3418 -0.2381 -0.2496 -0.1540
C -3.09181 -1.37243 0.98365 0.0816 -0.2122 -1.5513 -0.1762
C -4.08004 -0.60726 0.05162 0.5721 -0.1219 1.3650 -0.1209
C -3.91432 0.88187 0.25059 -0.5313 2.2058 -0.9465 -0.5210
C -2.64916 1.36281 -0.49511 1.8953 -1.4945 1.5893 -0.0381
C -5.07065 1.60929 -0.47093 -1.3794 -1.9886 -0.3056 -0.0432
N -4.03821 1.23917 1.68405 0.4089 -1.9029 -0.2538 -0.1129
O -4.07568 2.60765 1.84555 1.7613 1.3391 0.6193 -0.0247
H -2.82028 1.70684 4.52831 -0.9351 -0.2426 0.0932 0.0805
H -4.56366 1.08184 4.25768 -0.9667 1.1696 -0.2526 0.0606
H -3.44074 0.01490 4.72322 0.8413 -0.1516 0.1657 0.0650
H -1.13169 0.56854 1.62407 0.4274 -0.0283 -0.3014 0.0397
H -1.40096 2.06231 2.57400 -0.1068 0.0730 -0.3880 0.0605
H -1.11887 0.61649 3.39244 0.3856 -0.5037 0.3480 0.0790
H -2.36371 -1.45224 2.98264 -0.6541 0.4017 0.1764 0.1308
H -4.18735 -1.14187 2.76473 0.4769 -0.5890 0.3234 0.1293
H -2.04717 -1.33418 0.62417 -0.3342 0.4801 -0.1081 0.0914
H -3.31115 -2.42499 0.80621 -0.1570 -0.2555 0.6718 0.1087
H -5.12792 -0.88588 0.25981 0.4213 -0.0046 0.1097 0.1273
H -3.87388 -0.84133 -0.98053 0.0565 -0.1595 -0.4133 0.1162
H -1.80138 0.67080 -0.20801 -0.6334 0.7893 -0.4187 0.0693
H -2.27745 2.36525 -0.28487 -0.3817 0.1910 0.1595 0.0666
H -2.75329 1.22785 -1.54889 -0.3388 0.0567 -0.8173 0.0686
H -6.01877 1.18809 -0.03150 0.6558 0.4005 -0.5353 0.0959
H -5.01736 1.27145 -1.55071 -0.2654 0.7209 1.0505 0.1005
H -5.15685 2.68078 -0.34853 0.5398 0.1484 -0.1522 0.0710
H -3.12284 2.92533 1.93129 -1.4252 -0.3512 -0.3383 0.1158
C 4.48090 -2.28224 -2.22945 -0.8106 -0.7953 0.8520 -0.0160
C 3.94000 -3.53732 -1.43140 0.2204 0.4450 -1.3599 -0.4889
C 3.70143 -4.66502 -2.51522 0.9451 0.5369 1.1056 -0.0276
C 4.86426 -4.05061 -0.28286 0.1867 -0.6998 -1.5412 -0.1522
C 4.90303 -3.18268 0.92345 -0.4277 0.3807 1.2056 -0.1885
C 3.41661 -2.96000 1.43555 2.1875 -0.9267 -0.0511 -0.1142
C 2.55511 -2.33428 0.35030 -0.0857 0.7976 -0.6061 -0.4912
C 1.09419 -2.32286 0.79513 0.2918 0.9684 1.2642 -0.0422
C 2.92151 -0.84429 0.00253 -0.4784 -0.2750 2.0456 -0.0186
N 2.66168 -3.26599 -0.82016 -0.3894 0.0453 1.8189 -0.1200
O 1.72472 -2.86880 -1.78626 -0.1298 0.1843 -0.3932 -0.0479
H 5.26577 -2.68206 -2.83917 0.5382 0.2159 -0.6208 0.0662
H 4.88155 -1.55333 -1.53197 0.1514 0.1335 -0.2782 0.0493
H 3.66540 -1.82902 -2.85021 0.7882 -0.4766 0.5375 0.0991
H 3.12456 -4.29317 -3.35897 -0.0399 0.0904 0.0912 0.0719
H 3.15037 -5.47609 -2.01639 0.3883 -0.0411 -0.3681 0.0853
H 4.70795 -4.96140 -2.89587 -0.8238 -0.1787 0.3291 0.0908
H 4.40995 -4.97342 0.07764 0.0621 -0.4109 -0.3612 0.1151
H 5.87551 -4.29952 -0.69818 -0.7763 0.2867 0.3253 0.1362
H 5.43927 -2.25801 0.72889 -0.2149 0.4474 -0.0507 0.0966
H 5.51184 -3.66093 1.72371 -0.5238 0.1102 -0.4160 0.1194
H 3.52186 -2.47422 2.40999 -0.6371 0.5696 -0.3272 0.1176
H 3.03399 -3.97609 1.66281 -0.0361 0.4801 -0.1995 0.1259
H 0.47010 -1.68326 0.19315 -0.2480 -0.1104 -0.7302 0.0525
H 0.72793 -3.33359 0.83285 -0.4277 -0.3499 0.1668 0.0869
H 0.99854 -1.80609 1.79128 0.3206 -0.8685 -0.5856 0.1052
H 3.99415 -0.71085 -0.06424 -0.0141 0.1929 -0.3686 0.0497
H 2.35229 -0.49906 -0.86472 0.3333 -0.0582 0.0088 0.0753
H 2.60502 -0.23363 0.90662 0.1968 -0.5318 -1.0319 0.0941
H 1.09685 -3.57931 -1.67171 -0.6508 -0.0943 -0.4469 0.1148
N -1.91783 4.33341 -3.12409 -1.1927 0.3720 -2.8416 0.1572
C -0.75962 4.94941 -3.49888 0.7376 -0.3580 0.6046 -0.6862
N -0.02478 5.17238 -2.36284 0.8250 0.2153 -0.3710 0.1529
O -0.40859 5.16635 -4.64656 -0.4142 0.3507 0.5655 0.0353
H -2.00761 3.82076 -2.30039 -0.2446 -0.6142 1.4154 0.0553
H -2.53995 4.13693 -3.89948 0.1253 -0.2825 0.4060 0.1157
H 0.65947 5.89947 -2.34438 0.3050 0.0763 -0.2158 0.1020
H -0.44361 4.93658 -1.48852 -0.1514 0.1871 0.6328 0.0451
N 0.69417 2.43207 0.77245 0.4483 0.7187 -1.0577 0.1521
C 0.20566 3.68785 1.13169 1.2155 -0.3830 1.8550 -0.6540
N 0.72164 4.04609 2.36864 1.0879 -0.5978 0.3702 0.1326
O -0.61327 4.40145 0.59295 -0.4123 -0.4634 -0.7670 0.0314
H 1.68050 2.38101 1.01534 -0.2630 -0.3024 0.2034 0.0938
H 0.63138 2.23802 -0.22472 -0.4355 -0.0016 -0.1073 0.0539
H 0.41730 4.91856 2.72940 -0.1217 0.6153 0.1734 0.0865
H 1.56742 3.63083 2.81892 -1.4600 0.4320 -0.8764 0.1221
O 0.48157 1.81402 -2.19202 0.0051 0.7679 -0.9204 -0.0643
H 0.04425 2.46908 -2.78530 0.1144 -0.5730 0.6949 0.0503
H 1.37540 1.82496 -2.56800 -0.1116 -0.2424 0.2180 0.0654
O -0.59308 -1.29878 -2.60892 1.5677 -0.5404 0.7664 -0.0764
H -0.75640 -0.45609 -2.18945 -0.3228 0.5980 0.0042 -0.0176
H 0.30277 -1.51467 -2.21878 -1.2044 -0.0015 -0.7749 0.0201
```
Positions in Å, forces in eV/Å.

The relative energy (zero: lowest compared OMol25 entry of this formula, charge and spin) comes out at 1.3839 eV. Its LUMO energy is 0.004 Eh. The calculation puts the HOMO energy at -8.4 eV.

***

# 2
Here is a 12-piece molecular cluster, C32H67Br22N2O2P overall in a non-equilibrium geometry from the OMol25 dataset. Energies are from wB97M-V/def2-TZVPD.

XYZ file:
```
126
Properties=species:S:1:pos:R:3:forces:R:3:lowdin_charge:R:1
C 1.22357 -0.91251 -0.81570 0.3058 -0.0029 0.0070 -0.0160
C 0.19157 -1.73094 -0.08472 -0.0906 0.8696 0.2513 -0.5888
O 0.28109 -2.92575 -0.08231 -0.1461 -1.3572 -0.1815 0.0075
N -0.84360 -1.06356 0.59150 0.0571 0.3789 0.0073 -0.2550
C -0.31874 0.10296 1.30590 -0.1291 -0.0885 -0.0836 -0.2092
P -2.23890 -0.40852 -0.48480 -0.5021 0.1703 -0.1972 0.9086
C -2.75623 -2.03801 -1.08544 -0.1866 -0.1563 -0.1119 -0.2891
C -2.66599 -2.21237 -2.59975 -0.0873 -0.0257 -0.0554 -0.2448
C -1.27354 -2.02369 -3.17594 -0.2381 -0.1341 0.0818 -0.2188
C -1.21236 -2.19894 -4.68377 0.8197 0.3760 -0.1833 -0.3443
N -1.32495 -0.90498 -5.37919 -0.4266 -0.2291 0.0549 0.0109
C -3.62612 0.57835 -1.41011 0.4692 0.2073 -0.5971 -0.2687
C -3.10908 1.30066 -2.64180 0.3925 0.1214 0.6398 -0.3687
C -2.54421 2.70054 -2.56010 0.3769 -2.8644 0.4347 -0.1442
O -3.82140 2.43709 -3.08642 -0.5671 0.4345 -0.2574 -0.0490
H 1.72585 -1.56066 -1.52353 0.0672 -0.0398 -0.1308 0.0850
H 0.79972 -0.04950 -1.32127 -0.0815 0.1283 -0.0670 0.0628
H 1.96448 -0.54290 -0.10953 0.0901 0.0783 0.0748 0.0859
H 0.09392 0.87587 0.65041 0.0729 0.1233 -0.0756 0.0272
H 0.44662 -0.19134 2.01897 0.1343 -0.0130 0.0744 0.0860
H -1.12094 0.56588 1.87383 -0.1210 0.0213 0.1211 0.0184
H -2.76432 0.03524 0.73199 0.0025 0.0022 0.1458 0.0379
H -1.30227 0.35742 -1.21349 0.1983 0.0664 0.1324 0.0487
H -2.24030 -2.83414 -0.55967 0.2343 0.0320 0.0467 0.0391
H -3.80842 -2.09406 -0.80703 -0.0998 -0.0424 0.1430 0.0930
H -2.99517 -3.22681 -2.82834 -0.0335 -0.1287 -0.0230 0.0938
H -3.37557 -1.54715 -3.09397 -0.0062 0.1255 -0.0984 0.0983
H -0.92503 -1.01234 -2.96210 0.1768 0.0755 0.0806 0.0869
H -0.60149 -2.72534 -2.68359 0.1038 -0.0627 0.0505 0.0923
H -0.25978 -2.66917 -4.93593 0.0458 -0.1970 -0.0376 0.0565
H -1.97330 -2.87707 -5.05711 -0.3395 0.0333 0.0344 0.0336
H -1.56308 -1.09899 -6.34302 0.0617 0.1233 -0.2055 -0.0117
H -0.40873 -0.47654 -5.41941 0.0235 0.1273 0.0657 0.0658
H -4.45940 -0.05721 -1.71549 -0.1492 -0.0377 0.1885 0.0778
H -3.98367 1.32836 -0.70381 -0.1610 0.0211 0.0753 0.0442
H -2.67499 0.67085 -3.41435 -0.2685 0.0385 -0.2839 0.1086
H -1.73843 2.79806 -3.27092 0.0611 0.9201 -0.0130 0.1135
H -2.45125 2.96865 -1.51698 0.0032 0.9548 -0.1261 0.0629
Br -2.99209 3.22390 1.70883 0.0262 0.0364 0.0317 0.6209
C -4.57263 4.25696 1.22820 0.0498 -0.0947 0.0091 -0.6698
C -4.65626 4.47897 -0.25751 0.0109 0.0465 -0.0705 -0.6877
Br -3.36342 5.79054 -0.86336 0.0161 0.0762 0.0005 0.6433
H -4.50669 5.18871 1.77936 -0.0263 0.0206 0.0186 0.0483
H -5.42615 3.68067 1.57684 -0.0029 -0.0269 -0.0152 0.0601
H -5.63330 4.86557 -0.53621 -0.0175 0.0326 0.0456 0.0650
H -4.45952 3.57348 -0.82196 -0.0783 -0.0297 -0.0546 0.0135
Br 1.67233 3.14185 1.79026 0.0523 0.1424 0.0815 0.6650
C 1.77460 3.70156 3.65712 0.0793 -0.0925 -0.0509 -0.6732
C 1.43415 2.56122 4.58301 -0.0866 0.1409 0.0331 -0.6791
Br -0.47679 2.21227 4.53401 -0.0214 -0.1335 0.0043 0.6629
H 1.08375 4.53090 3.77043 -0.0075 0.0166 0.0245 0.0552
H 2.79299 4.05082 3.82059 0.0318 -0.0504 -0.0224 0.0384
H 1.67460 2.81890 5.61316 -0.0409 0.0417 -0.0051 0.0112
H 1.92999 1.63593 4.30624 0.0223 -0.0069 -0.0119 0.0546
Br -6.10776 -4.07121 -8.10550 0.0393 -0.0140 0.0031 0.6164
C -4.98964 -3.31345 -6.70916 -0.0624 -0.0291 -0.0409 -0.7037
C -4.20942 -2.12009 -7.18925 0.0986 0.0264 0.0556 -0.6681
Br -2.72092 -2.64175 -8.33254 -0.0586 -0.0148 -0.0082 0.6598
H -4.34027 -4.11184 -6.36392 0.0192 -0.0062 0.0485 0.0374
H -5.66587 -3.01865 -5.91055 -0.0077 0.0219 0.0073 0.0614
H -3.76503 -1.59595 -6.34417 0.0059 0.0010 0.0096 0.0406
H -4.81481 -1.43079 -7.76751 -0.0334 0.0073 -0.0024 0.0547
Br -1.07057 -5.51648 -1.02978 -0.0467 0.0509 -0.1041 0.7494
C -1.86444 -6.88063 -2.15909 0.0426 -0.0486 0.1746 -0.6770
C -1.12255 -7.03419 -3.46034 -0.0988 0.0556 -0.0086 -0.6675
Br -1.45158 -5.50431 -4.61506 0.0802 -0.1675 -0.0808 0.7111
H -2.89478 -6.57957 -2.31885 -0.0394 -0.0607 -0.0269 0.0482
H -1.83720 -7.80890 -1.59215 0.0624 -0.0025 0.0110 0.0421
H -1.46839 -7.91494 -3.99566 -0.0373 0.0254 -0.0370 0.0606
H -0.04758 -7.08720 -3.32488 0.0166 -0.0224 0.0529 0.0529
Br 5.42396 6.10697 2.84336 0.0484 -0.0234 0.0761 0.5987
C 4.09840 7.38012 2.20344 0.0565 -0.0578 0.0405 -0.6893
C 3.23836 6.76883 1.13379 -0.0877 0.0940 -0.0631 -0.6945
Br 4.18467 6.60788 -0.55182 0.0610 -0.1112 -0.0390 0.6250
H 4.64762 8.24719 1.85063 -0.0390 -0.0042 0.0336 -0.0243
H 3.49907 7.65290 3.06863 -0.0229 -0.0187 0.0092 0.0647
H 2.37940 7.40477 0.93081 0.0077 0.0324 0.0011 0.0490
H 2.90655 5.76954 1.39640 -0.0515 -0.0171 -0.0314 -0.0129
Br 0.56300 -8.95087 0.51423 -0.0101 0.0303 0.0043 0.5980
C 1.26599 -7.30742 1.28590 -0.0315 -0.0243 -0.0456 -0.6972
C 2.74142 -7.40046 1.56144 -0.0186 -0.0306 0.0814 -0.6833
Br 3.11952 -8.49972 3.11923 0.0938 -0.0305 -0.0523 0.6108
H 0.69131 -7.12399 2.18771 -0.0054 0.0216 0.0228 0.0568
H 1.06303 -6.52765 0.55735 0.0050 0.0022 -0.0245 -0.0032
H 3.13989 -6.41491 1.78848 -0.0129 0.0171 0.0168 0.0612
H 3.28915 -7.83659 0.73307 0.0066 0.0143 -0.0341 0.0493
Br -0.95560 2.28686 9.98921 0.0098 0.0380 0.0008 0.6126
C -2.23718 3.43207 9.08399 0.0398 -0.0704 0.0414 -0.7004
C -1.83706 3.70532 7.65917 0.0007 0.0591 0.0134 -0.7078
Br -0.36334 4.96759 7.55076 0.0277 -0.0041 -0.0530 0.5883
H -2.30907 4.34147 9.67093 -0.0355 0.0233 0.0044 0.0477
H -3.18552 2.90111 9.11107 -0.0075 -0.0154 -0.0165 0.0580
H -2.65898 4.16225 7.11314 -0.0107 0.0209 0.0098 0.0617
H -1.51024 2.81026 7.14239 -0.0155 -0.0248 -0.0078 -0.0129
Br -0.12602 -10.17432 4.99043 0.0289 0.0268 -0.0119 0.5970
C 1.39205 -10.20458 6.20065 -0.0845 -0.0330 -0.0381 -0.7064
C 1.26696 -9.17552 7.29337 0.0286 0.0677 -0.0271 -0.6988
Br 1.60329 -7.37861 6.63978 -0.0462 0.0223 0.0427 0.5938
H 2.27561 -10.04521 5.59131 0.0328 -0.0125 0.0017 0.0120
H 1.41501 -11.20500 6.62570 -0.0065 -0.0062 0.0198 0.0576
H 2.00705 -9.35452 8.06940 0.0244 -0.0174 -0.0101 0.0569
H 0.27384 -9.16718 7.72946 -0.0144 -0.0225 0.0308 0.0477
Br 5.36705 10.85295 1.11587 0.0000 0.0414 -0.0199 0.6421
C 5.28029 10.45024 -0.78434 0.0496 0.0305 -0.0023 -0.6879
C 4.08539 11.08364 -1.44802 0.0023 -0.1114 0.0458 -0.6864
Br 2.44667 10.15785 -0.97678 -0.1224 0.0583 0.0225 0.6131
H 5.25746 9.36795 -0.86481 0.0197 -0.0160 -0.0324 -0.0011
H 6.20242 10.83368 -1.21391 0.0049 0.0345 0.0110 0.0601
H 4.17698 11.00568 -2.52848 -0.0060 -0.0202 -0.0131 0.0606
H 3.95020 12.12177 -1.16461 0.0338 0.0288 0.0026 0.0500
Br 3.29209 4.39767 7.60708 -0.0046 -0.0721 -0.0125 0.6119
C 5.09809 3.82934 7.16880 -0.0782 0.0525 0.0560 -0.6816
C 5.11602 2.54007 6.39312 0.0130 -0.0921 0.0226 -0.7018
Br 4.70770 0.99809 7.50067 -0.0479 0.0344 -0.0177 0.6194
H 5.63182 3.75086 8.11003 0.0440 -0.0226 -0.0046 0.0515
H 5.52362 4.62826 6.57127 0.0440 0.0764 -0.0798 0.0519
H 6.10640 2.36199 5.98143 0.0165 0.0063 0.0125 0.0611
H 4.38572 2.54079 5.59037 0.0151 0.0309 -0.0585 0.0290
Br 1.31211 -2.64768 -7.57953 0.0014 0.0221 0.0004 0.6324
C 0.85132 -2.70433 -9.46585 -0.0162 -0.0313 0.0751 -0.7145
C 2.00619 -2.30476 -10.34446 0.0064 0.0829 -0.0304 -0.7013
Br 2.32247 -0.38853 -10.30714 0.0168 -0.0202 0.0283 0.6087
H -0.00414 -2.04890 -9.59428 -0.0206 0.0047 -0.0274 0.0150
H 0.56031 -3.73251 -9.66801 0.0137 -0.0154 -0.0066 0.0612
H 1.79165 -2.55155 -11.38122 -0.0213 -0.0031 -0.0094 0.0585
H 2.93282 -2.77822 -10.03847 0.0145 -0.0365 -0.0119 0.0485
```
Positions in Å, forces in eV/Å.

Its LUMO energy is 0.010 Eh. The calculation puts the HOMO energy at -8.6 eV.

***

Number 1 is which compound? C20H50N6O6